Density functional theory data (the ωB97M-V functional and the def2-TZVPD basis) for an isolated molecule of C8H8O in a non-equilibrium geometry.

Properties
LUMO = -0.3820 eV
frontier orbital gap = 8.1 eV
SMILES = C/C=C1\C=CC=CC1=O
calculated total energy = -384.76306 Ha
energy above the lowest of the compared OMol25 structures with the same formula, charge and spin = 211.0 kJ/mol
charge = 0
HOMO level = -8.49 eV

Geometry (Å):
C -2.2052 -0.7651 -0.3005
C -0.9410 -1.3714 0.2259
C 0.1452 -0.7192 0.7691
C 0.2344 0.7425 0.7114
C 1.3812 1.4545 0.4535
C 2.6456 0.8077 0.3207
C 2.6078 -0.5139 0.4559
C 1.5624 -1.2206 1.2252
O 2.0868 -1.8667 2.1134
H -2.0332 0.3014 -0.2488
H -2.9701 -0.8374 0.4971
H -2.4475 -1.1416 -1.3127
H -0.8709 -2.5588 0.0911
H -0.6792 1.3585 0.7861
H 1.4231 2.4679 0.2353
H 3.5416 1.3232 0.3843
H 3.5823 -1.0886 0.4498

Cartesian forces (eV/Å) of the 3 atoms listed first:
C 0.719 0.643 1.003
C 2.049 -2.869 0.577
C -0.294 -0.820 0.276